[1]
The following is a quantum chemistry calculation of a molecular structure, C24H56As2F24N4O16S4 at a distorted geometry, from the Open Molecules 2025 dataset.

Geometry as XYZ:
```
130
C24H56As2F24N4O16S4 | the Open Molecules 2025 dataset | ωB97M-V/def2-TZVPD
C -4.44197 -2.43765 -3.42701
N -3.98946 -1.25774 -2.62717
C -5.07992 -0.26161 -2.70192
C -3.67295 -1.54738 -1.21136
C -2.80324 -0.54656 -3.33364
C -1.54434 -1.38069 -3.65969
O -1.71032 -2.29844 -4.66065
H -3.72908 -3.23703 -3.35235
H -4.64602 -2.17137 -4.48480
H -5.39203 -2.79638 -3.02228
H -5.41094 -0.05866 -3.72694
H -4.73959 0.61680 -2.18282
H -5.87261 -0.73385 -2.14034
H -4.27881 -2.37412 -0.77430
H -3.82744 -0.62809 -0.60200
H -2.64658 -1.83336 -1.00628
H -2.42567 0.26213 -2.67363
H -3.25607 -0.12841 -4.20967
H -1.18009 -1.90927 -2.79176
H -0.75742 -0.67922 -3.93994
H -1.78083 -3.13848 -4.16504
C 0.28609 -1.17834 5.42662
N 0.67923 0.19718 5.89841
C 1.30218 0.14045 7.24106
C 1.77931 0.69762 4.99988
C -0.54253 1.09220 5.90329
C -1.35338 1.22715 4.67892
O -2.25379 0.15562 4.55103
H -0.24481 -1.57325 6.26577
H 1.25705 -1.71472 5.26478
H -0.33577 -1.08626 4.55881
H 1.56158 1.14645 7.57923
H 2.18746 -0.45244 7.25711
H 0.53545 -0.22488 7.93873
H 1.49335 0.73960 3.93910
H 2.55335 0.01153 5.13006
H 2.04694 1.68790 5.31839
H -0.09270 2.01214 6.23914
H -1.24668 0.77449 6.68115
H -0.61086 1.30971 3.87028
H -1.95110 2.10401 4.84900
H -2.72437 0.27821 3.70341
C 0.83498 1.76306 -3.20012
N 1.59870 2.97507 -2.84146
C 2.44371 3.43412 -4.06085
C 0.71652 4.12714 -2.43248
C 2.51366 2.61369 -1.68750
C 3.59685 3.64717 -1.47353
O 3.28054 5.04185 -1.31273
H 1.46440 0.87072 -3.16751
H 0.37272 1.84046 -4.18499
H -0.05962 1.65259 -2.55542
H 1.76178 3.66192 -4.93490
H 3.14483 2.64792 -4.29572
H 2.99437 4.36036 -3.88063
H 1.38341 4.91278 -2.11381
H 0.12328 3.64039 -1.64526
H 0.10176 4.50982 -3.24816
H 2.96233 1.65672 -1.85450
H 1.96307 2.50836 -0.72653
H 4.35465 3.58520 -2.23029
H 4.20484 3.32262 -0.59690
H 2.72997 5.00412 -0.45307
C 1.47115 -2.21048 -1.49633
N 1.51842 -2.22344 0.02074
C 1.93865 -3.62348 0.34502
C 2.51042 -1.18564 0.39713
C 0.16406 -1.97723 0.69844
C -0.31254 -0.47429 0.86546
O -0.36850 0.15999 -0.43262
H 2.53096 -2.33753 -1.82759
H 1.07475 -1.21468 -1.72675
H 0.85517 -3.06604 -1.71631
H 2.81113 -3.85950 -0.21782
H 1.05846 -4.25812 0.17297
H 2.16810 -3.68460 1.38652
H 2.27382 -0.20517 0.04795
H 3.53470 -1.54732 0.08353
H 2.57420 -1.12098 1.45334
H 0.27678 -2.37059 1.72573
H -0.57987 -2.54441 0.14409
H 0.37159 0.06480 1.48941
H -1.26990 -0.54033 1.39696
H -1.09501 0.78338 -0.45012
As 4.38073 -0.72627 -4.50814
F 3.79914 -2.14994 -5.47388
F 2.71386 -0.43746 -4.01359
F 4.94554 0.56457 -3.42248
F 6.00969 -0.96324 -4.98847
F 4.10386 0.35370 -5.85267
F 4.65332 -1.87518 -3.15639
As 4.38834 -2.48150 5.06209
F 3.42345 -3.87335 4.56601
F 3.59828 -1.60229 3.83958
F 5.19035 -1.04284 5.61143
F 5.17382 -3.36507 6.39399
F 5.68492 -2.97898 3.98128
F 3.08659 -2.06308 6.23856
C -0.85457 -6.22609 -1.20403
F 0.02328 -6.34277 -2.26453
F -1.46177 -7.47569 -0.93287
F -0.10667 -5.91352 -0.11612
S -2.13915 -5.02286 -1.43860
O -2.93029 -5.72199 -2.48686
O -2.68274 -4.93109 -0.08690
O -1.40604 -3.86011 -1.94776
C -1.66937 2.42139 -5.70849
F -0.62420 3.25039 -5.80044
F -2.20239 2.26065 -6.95761
F -1.04384 1.23902 -5.34899
S -2.92349 2.86239 -4.43511
O -3.12517 4.29227 -4.68790
O -4.06816 2.05104 -4.79147
O -2.14402 2.53688 -3.26374
C -5.51970 -1.09387 2.40325
F -5.76743 -1.72020 1.23351
F -6.69252 -0.91258 2.98160
F -4.78360 -1.87705 3.19367
S -4.69896 0.51309 2.00393
O -3.28457 0.23602 1.84760
O -5.38623 0.88208 0.77334
O -5.00717 1.25127 3.20025
C 1.58781 4.63473 3.55494
F 0.89349 3.52091 3.38318
F 1.04979 5.12531 4.73788
F 2.80319 4.17090 3.93011
S 1.47456 5.77030 2.15449
O 2.09048 6.97470 2.58196
O 2.26223 4.95559 1.16763
O 0.05144 5.64435 1.98272
```

The total charge is -2. The energy relative to the best compared isomer or geometry (same formula, charge and spin) comes out at 96.2 kJ/mol. The LUMO energy comes out at 0.1130 Eh. The HOMO-LUMO gap comes out at 9.47 eV.

Mulliken population analysis, charges in e, atoms 1 to 8:
1. C -0.8604
2. N 0.8291
3. C -1.1470
4. C 0.0932
5. C -0.4048
6. C 0.5464
7. O -0.6840
8. H 0.2632

[2]
The following is a quantum chemistry calculation of a single C4H9NOSe molecule at a distorted geometry, from the Open Molecules 2025 dataset.

Geometry as XYZ:
```
16
C4H9NOSe | the Open Molecules 2025 dataset | ωB97M-V/def2-TZVPD
C -2.55241 -1.69735 -1.02862
C -1.24125 -1.51997 -0.24647
Se -0.04419 -0.14247 -1.09027
C 1.07859 0.47058 0.56256
C 1.85981 1.63567 0.00533
N 2.54107 2.35030 0.92236
O 1.93006 1.91700 -1.15478
H -2.54293 -1.18692 -2.03264
H -2.81247 -2.75541 -1.13866
H -3.21219 -1.20203 -0.35484
H -0.88224 -2.57582 -0.27004
H -1.65192 -1.27790 0.72034
H 1.74881 -0.33278 0.95036
H 0.42609 0.93219 1.32227
H 2.53882 2.04402 1.82741
H 2.81635 3.34089 1.00569
```

The energy relative to the best compared isomer or geometry (same formula, charge and spin) comes out at 14.0 kJ/mol. The LUMO energy comes out at 0.0245 Eh. Its SMILES is CC[Se]CC(N)=O. The HOMO-LUMO gap comes out at 9.04 eV.

Mulliken population analysis, charges in e, atoms 1 to 8:
1. C -0.9053
2. C -0.5152
3. Se 0.0365
4. C -0.7907
5. C 0.5289
6. N -0.3817
7. O -0.5615
8. H 0.2244

[3]
The following is a quantum chemistry calculation of 7 unconnected molecules or ions with the total composition C9H34BN6O6 at a distorted geometry, from the Open Molecules 2025 dataset.

Geometry as XYZ:
```
56
C9H34BN6O6 | the Open Molecules 2025 dataset | ωB97M-V/def2-TZVPD
B -0.23353 -0.33716 -0.86177
H 0.32410 0.03224 -1.70842
H 0.43047 -0.33779 -0.01129
H -1.07826 0.30841 -0.67765
H -0.52975 -1.36042 -1.03343
C 1.50297 -3.64251 -1.42538
O 2.37024 -4.51979 -1.67705
N 0.46105 -3.53082 -2.09826
N 1.51266 -2.93747 -0.31840
H -0.17149 -2.76908 -1.89881
H 0.49842 -4.04210 -2.96847
H 2.33621 -2.59218 0.15344
H 0.83961 -2.19085 -0.41671
C -2.46502 0.37374 -3.62167
O -3.06861 0.58262 -4.68811
N -1.47336 -0.39212 -3.40276
N -2.74267 0.99772 -2.54775
H -1.01085 -0.37151 -2.50511
H -1.14781 -0.98373 -4.15385
H -3.39811 1.76605 -2.53518
H -1.96833 0.95142 -1.90095
C -3.63905 -1.71426 0.93964
O -4.49151 -2.21228 1.61364
N -3.19987 -0.49103 1.02286
N -3.06499 -2.37739 0.02285
H -3.67027 0.10148 1.69202
H -2.47689 -0.15006 0.40550
H -2.46427 -1.82055 -0.56805
H -3.35931 -3.34229 -0.02650
C -0.61014 2.16108 2.70146
C -0.66745 0.63998 2.94792
O 0.41572 0.06455 2.36700
H -1.57788 2.61676 2.49189
H 0.04923 2.46711 1.88925
H -0.22586 2.72680 3.55021
H -1.58106 0.26534 2.48631
H -0.68677 0.41639 4.01456
H 0.25893 -0.01301 1.42307
C 0.71409 3.37121 -3.00019
C 1.52990 3.13395 -1.84486
O 0.71888 2.61874 -0.77889
H 1.19466 3.64664 -3.93896
H -0.05776 4.12178 -2.82999
H 0.12950 2.46548 -3.16153
H 2.01814 4.06144 -1.54567
H 2.35223 2.46240 -2.09168
H 0.52334 1.67887 -0.77671
C 3.37955 -0.61912 4.31605
C 3.84479 0.18907 3.09818
O 3.30575 -0.25692 1.86300
H 3.49987 -1.69609 4.19887
H 2.30489 -0.51998 4.46904
H 4.01879 -0.34869 5.15648
H 4.89477 0.47521 3.03674
H 3.28005 1.11759 3.18182
H 2.35205 -0.24486 1.97222
```

The total charge is -1. The energy relative to the best compared isomer or geometry (same formula, charge and spin) comes out at 296.6 kJ/mol. The LUMO energy comes out at 0.1058 Eh. The HOMO-LUMO gap comes out at 9.63 eV.

Mulliken population analysis, charges in e, atoms 1 to 8:
1. B 2.6325
2. H -0.2399
3. H -1.2883
4. H -0.8989
5. H -1.1574
6. C 0.4713
7. O -0.7730
8. N -0.2976

[4]
The following is a quantum chemistry calculation of a molecular structure, C34H30FN3O7PbSi2, from the Open Molecules 2025 dataset.

Geometry as XYZ:
```
78
C34H30FN3O7PbSi2 | the Open Molecules 2025 dataset | ωB97M-V/def2-TZVPD
Pb 2.33016 1.40035 0.41797
O 0.65529 0.12050 -3.29162
C 1.55194 0.36649 -2.50020
O 1.47087 1.31817 -1.60998
C 2.83901 -0.41922 -2.58693
C 3.21178 -0.85158 -3.84262
C 4.36965 -1.59385 -4.01454
C 5.17396 -1.92896 -2.94518
C 4.81099 -1.48534 -1.69351
C 3.62597 -0.74753 -1.44400
O 3.25495 -0.48134 -0.23245
N 5.71234 -1.82613 -0.58860
O 5.85692 -1.02112 0.30838
O 6.31207 -2.88348 -0.66785
N 4.74644 -2.04209 -5.35351
O 5.73300 -2.74592 -5.45948
O 4.04044 -1.70280 -6.28381
H 2.58443 -0.62035 -4.69107
H 6.06816 -2.51782 -3.08156
C -0.15109 -0.83761 4.16777
Si 1.25207 -0.08957 3.17410
C 2.85365 -1.00586 3.54524
C 1.51162 1.68695 3.71341
N 0.82661 -0.03636 1.48056
C 0.57527 -1.18701 0.76820
C 1.02156 -2.49093 1.08306
C 0.74985 -3.58789 0.28563
C 0.01822 -3.47626 -0.89291
C -0.47463 -2.23072 -1.24497
C -0.17522 -1.20271 -0.39583
F -0.79221 0.08018 -0.80616
H 0.16172 -0.98767 5.20433
H -0.45414 -1.81053 3.77295
H -1.02388 -0.17915 4.17736
H 3.40687 -0.48766 4.33261
H 3.49991 -1.05057 2.66338
H 2.69229 -2.02986 3.88966
H 1.47782 1.72070 4.80643
H 0.73722 2.35642 3.33528
H 2.48598 2.08654 3.42276
H 1.63410 -2.62312 1.96373
H 1.14067 -4.55276 0.58219
H -0.16083 -4.33244 -1.52668
H -1.04605 -2.05159 -2.14408
C -4.61342 -2.63735 1.34330
C -5.02294 -1.92764 0.22384
C -4.30603 -0.81376 -0.18993
C -3.18004 -0.39264 0.52116
C -2.77582 -1.12173 1.64370
C -3.48698 -2.23744 2.05192
Si -2.16329 0.99616 -0.13195
C -2.73785 1.77643 -1.69593
C -2.40307 1.29699 -2.96467
C -2.92274 1.90298 -4.09896
C -3.78557 2.98351 -3.98295
C -4.12268 3.47415 -2.72811
C -3.59663 2.87660 -1.59388
C -1.58026 2.26096 1.06971
C -2.03874 2.27614 2.38980
C -1.71513 3.32642 3.23527
C -0.90948 4.36124 2.77885
C -0.43291 4.35136 1.47462
C -0.77966 3.31545 0.61980
H -5.17039 -3.50880 1.66241
H -5.89730 -2.24319 -0.32996
H -4.62506 -0.26986 -1.07192
H -1.88278 -0.83274 2.18546
H -3.15922 -2.79895 2.91734
H -1.68765 0.49250 -3.08051
H -2.63886 1.53664 -5.07667
H -4.18664 3.45210 -4.87240
H -4.78572 4.32399 -2.63366
H -3.85538 3.28114 -0.62059
H -2.67446 1.47895 2.75551
H -2.08632 3.33553 4.25186
H -0.65204 5.17710 3.44188
H 0.19346 5.15838 1.11740
H -0.43411 3.33088 -0.40923
```

The energy relative to the best compared isomer or geometry (same formula, charge and spin) comes out at 0.0 kJ/mol. The LUMO energy comes out at -0.0145 Eh. The HOMO-LUMO gap comes out at 7.89 eV.

Mulliken population analysis, charges in e, atoms 1 to 8:
1. Pb 1.1683
2. O -0.6117
3. C 0.5015
4. O -0.7515
5. C 0.9443
6. C -0.5855
7. C -0.5776
8. C -0.4811

[5]
The following is a quantum chemistry calculation of 2 unconnected molecules or ions with the total composition CH6N2S at a distorted geometry, from the Open Molecules 2025 dataset.

Geometry as XYZ:
```
10
CH6N2S | the Open Molecules 2025 dataset | ωB97M-V/def2-TZVPD
H 1.59843 -1.73745 0.48985
N 2.12206 -0.83462 0.05430
C 1.72367 -0.00029 0.97206
N 1.60572 1.37500 1.05819
H 1.34059 -0.56437 1.84751
H 1.38869 1.88698 1.90661
H 2.02649 1.99504 0.33107
S -3.31046 -0.91402 -2.42180
H -4.57136 -0.72970 -2.81849
H -3.92383 -0.47659 -1.41930
```

The energy relative to the best compared isomer or geometry (same formula, charge and spin) comes out at 137.5 kJ/mol. The LUMO energy comes out at 0.0283 Eh. Its SMILES is [H]/N=C/N.S. The HOMO-LUMO gap comes out at 10.05 eV.

Mulliken population analysis, charges in e, atoms 1 to 8:
1. H 0.2563
2. N -0.6323
3. C 0.1210
4. N -0.4175
5. H 0.2058
6. H 0.2213
7. H 0.2469
8. S -0.2468